ORCA calculation (ωB97M-V/def2-TZVPD) on C22H16FN2O2PdS3 as an isolated structure.

```
47
Properties=species:S:1:pos:R:3
Pd 0.313 -0.020 -0.058
O 0.440 -0.922 1.917
C -0.347 -1.702 2.563
C -0.473 -1.597 3.977
C -1.247 -2.467 4.705
C -1.953 -3.503 4.071
C -1.876 -3.600 2.700
C -1.115 -2.712 1.930
C -1.170 -2.771 0.473
N -0.596 -1.967 -0.410
C -1.009 -2.366 -1.665
C -1.834 -3.432 -1.553
N -1.926 -3.678 -0.197
H 0.074 -0.791 4.452
H -1.319 -2.348 5.780
H -2.549 -4.203 4.641
H -2.433 -4.396 2.215
H -0.669 -1.853 -2.549
H -2.352 -4.026 -2.284
H -2.478 -4.396 0.231
F 1.918 0.179 -1.302
O -0.912 1.563 -0.639
C -1.772 1.980 0.359
C -2.658 0.819 0.829
C -3.198 -0.127 0.011
C -4.055 -1.033 0.697
C -4.150 -0.748 2.029
S -3.192 0.601 2.446
C -1.034 2.584 1.569
C -1.492 3.412 2.553
C -0.487 3.738 3.514
C 0.716 3.168 3.217
S 0.626 2.242 1.788
C -2.649 3.095 -0.226
C -2.222 4.060 -1.084
C -3.248 4.987 -1.429
C -4.434 4.703 -0.821
S -4.312 3.302 0.153
H -2.973 -0.161 -1.046
H -4.570 -1.857 0.221
H -4.696 -1.280 2.792
H -2.513 3.767 2.598
H -0.650 4.383 4.368
H 1.646 3.243 3.760
H -1.206 4.085 -1.453
H -3.106 5.824 -2.101
H -5.374 5.227 -0.906
```

Values from the calculation:
Frontier orbital gap (spin up / spin down) in eV: 7.07 / 7.21
2S+1: 3
<S²>: 2.005
Highest occupied orbital energy (spin up / spin down) in Ha: -0.1646 / -0.1704
Net charge: -1
Total energy in eV: -68852.350

Here are the Mulliken charges for atoms 1 to 8, given in e:
1. Pd 0.849
2. O -0.846
3. C 0.353
4. C -0.501
5. C -0.507
6. C -0.784
7. C -0.546
8. C 0.489